Below is C36H29ClN5O8PSSn as an isolated structure, with properties calculated with wB97M-V/def2-TZVPD.

- energy relative to the best compared isomer or geometry (same formula, charge and spin) (eV) = 0.4690
- charge = -2
- spin multiplicity = 1
- frontier orbital gap (eV) = 5.99

```
82
Properties=species:S:1:pos:R:3:forces:R:3
Sn -0.044493 -0.293122 -0.837016 0.270 -0.036 -0.094
C 2.044207 4.665475 -0.794677 -0.012 -0.028 0.032
C 1.560105 3.327149 -0.303757 -0.029 0.166 -0.209
N 0.722302 2.613865 -0.962896 0.196 -0.596 0.135
N 0.161077 3.201611 -2.035115 -0.521 0.537 -0.206
C -0.278772 2.457797 -3.008640 0.230 0.062 -0.012
N -1.006542 3.147628 -3.959720 0.030 -0.099 -0.125
S 0.066059 0.808402 -3.382080 0.066 -0.354 0.353
C 2.084031 2.808132 0.975337 0.011 -0.197 0.199
C 2.973342 3.561117 1.749103 0.044 0.115 -0.010
C 3.442161 3.046940 2.946603 -0.037 -0.075 -0.069
C 3.035597 1.782922 3.340203 0.050 0.062 0.034
C 2.156471 1.100799 2.508416 -0.107 -0.018 -0.084
N 1.679251 1.600311 1.379318 -0.050 -0.148 -0.115
H 1.663637 4.825536 -1.799635 0.011 0.040 0.057
H 3.137189 4.680186 -0.820005 -0.019 0.062 0.037
H 1.698547 5.480269 -0.151422 0.039 0.010 0.017
H -1.479392 3.963839 -3.603920 0.012 -0.010 0.044
H -1.555701 2.550707 -4.554950 -0.071 -0.008 0.060
H 3.293824 4.540723 1.419772 -0.033 -0.036 0.010
H 4.128350 3.623289 3.555720 -0.004 0.012 0.010
H 3.387274 1.335298 4.261193 -0.012 -0.016 -0.033
H 1.820429 0.097700 2.752662 -0.044 0.001 0.022
Cl 6.220971 -5.061865 -0.551699 0.023 -0.021 0.001
C 5.044698 -3.758055 -0.627403 0.110 0.053 -0.056
C 5.374844 -2.573101 -1.304335 -0.122 -0.117 0.108
C 4.461243 -1.559249 -1.373993 -0.068 0.069 0.003
C 3.147922 -1.639083 -0.784668 0.078 -0.166 0.003
O 2.348328 -0.669143 -0.954876 -0.421 -0.104 0.076
C 2.874905 -2.855502 -0.053434 0.133 0.285 -0.352
C 1.667581 -3.088219 0.717727 -0.251 0.044 0.304
O 0.812256 -2.281566 1.038516 0.182 0.020 -0.149
C 3.826176 -3.889661 -0.024612 -0.105 0.038 0.062
H 6.349451 -2.480896 -1.768263 -0.014 0.023 -0.020
H 4.686045 -0.642603 -1.907393 -0.002 -0.034 0.018
H 1.579360 -4.128294 1.096792 0.013 0.004 -0.049
H 3.585466 -4.802644 0.511081 -0.021 0.022 -0.034
O -4.709018 1.066006 -1.202931 0.031 0.015 0.220
C -3.709979 0.804763 -0.518979 0.205 0.004 -0.558
O -2.509889 0.689399 -0.938822 -0.590 0.056 0.722
C -3.979929 0.600059 1.010208 0.506 0.087 -0.484
P -2.424807 0.644746 1.987996 -0.139 -0.062 0.200
C -3.170894 0.317676 3.661727 0.120 -0.019 -0.033
C -2.790094 -0.850379 4.320538 -0.023 0.028 -0.028
C -3.281588 -1.154659 5.586526 -0.006 0.022 -0.003
C -4.171817 -0.292311 6.208315 -0.020 -0.033 -0.024
C -4.583365 0.862735 5.551416 0.031 0.026 -0.011
C -4.082911 1.165856 4.293524 -0.049 -0.074 0.035
C -2.115859 2.448432 2.175587 0.115 0.070 0.093
C -2.261490 3.345737 1.116077 -0.052 -0.117 0.000
C -1.871210 4.672006 1.252054 0.049 0.028 -0.012
C -1.336248 5.131405 2.445667 -0.011 0.016 0.036
C -1.185679 4.250206 3.509476 -0.047 -0.009 0.018
C -1.566175 2.923904 3.372679 0.061 0.051 -0.130
H -4.401955 -0.400231 1.129252 -0.022 -0.007 0.027
H -4.711274 1.327850 1.362195 -0.062 -0.002 -0.062
H -2.099254 -1.523484 3.823277 0.038 0.029 0.064
H -2.959557 -2.058163 6.091839 -0.010 0.004 -0.037
H -4.549562 -0.519024 7.199164 0.001 0.001 -0.024
H -5.290842 1.531733 6.028913 0.017 0.003 -0.017
H -4.396515 2.077328 3.797025 0.025 -0.001 0.001
H -2.666236 3.004225 0.172128 0.079 -0.032 -0.048
H -1.963560 5.345703 0.408351 -0.047 -0.033 -0.008
H -1.040665 6.169711 2.550783 0.024 -0.035 -0.020
H -0.774378 4.598793 4.450707 0.023 -0.026 -0.027
H -1.431300 2.246196 4.207727 0.015 -0.002 -0.007
O -0.461108 -4.388138 -1.256087 0.025 0.240 -0.166
C -0.338363 -3.559072 -2.162345 0.051 -0.225 0.157
O -0.306042 -2.295350 -2.099794 0.108 0.414 0.124
C -0.188733 -4.107231 -3.589441 0.021 -0.023 0.058
C -0.327326 -5.473122 -3.816175 0.012 0.021 0.006
C -0.182107 -5.995787 -5.086847 -0.002 -0.096 -0.234
C 0.110210 -5.134386 -6.139052 -0.087 0.191 0.539
C 0.260991 -3.769516 -5.929146 0.019 -0.030 -0.279
C 0.105913 -3.260500 -4.652331 -0.014 0.012 0.072
N 0.244383 -5.672724 -7.485137 0.065 -0.131 -0.296
O 0.095911 -6.872704 -7.652177 -0.031 -0.068 0.125
O 0.498965 -4.907133 -8.398081 0.014 0.137 0.030
H -0.549843 -6.106337 -2.967620 0.017 0.012 -0.004
H -0.291469 -7.052105 -5.285004 -0.005 -0.001 0.021
H 0.490253 -3.127702 -6.767653 -0.006 0.011 0.023
H 0.206214 -2.201105 -4.453465 -0.004 -0.011 -0.021
```
Positions in Å, forces in eV/Å.